The following is a DFT calculation (ωB97M-V/def2-TZVPD) of C29H22InN9O3 as an isolated structure.

Geometry (Å):
In1 0.104 -0.041 0.255
C1 -0.757 3.337 -2.703
C2 -0.617 2.051 -1.958
N1 0.000 1.933 -0.843
N2 0.550 3.028 -0.249
C3 0.865 2.748 1.011
O1 0.644 1.644 1.596
C4 1.525 3.833 1.790
C5 1.753 3.644 3.148
C6 2.372 4.636 3.893
C7 2.770 5.816 3.283
C8 2.547 6.007 1.925
C9 1.925 5.020 1.179
C10 -1.235 0.811 -2.499
C11 -1.817 0.776 -3.762
C12 -2.375 -0.411 -4.209
C13 -2.333 -1.529 -3.394
C14 -1.731 -1.412 -2.153
N3 -1.214 -0.271 -1.715
H1 -0.332 4.147 -2.119
H2 -1.806 3.548 -2.916
H3 -0.230 3.277 -3.659
H4 1.442 2.715 3.605
H5 2.547 4.488 4.951
H6 3.257 6.589 3.864
H7 2.862 6.925 1.446
H8 1.745 5.151 0.121
H9 -1.821 1.657 -4.386
H10 -2.830 -0.462 -5.190
H11 -2.744 -2.477 -3.710
H12 -1.644 -2.262 -1.485
O2 -0.276 -3.094 3.152
C15 0.093 -2.280 2.312
N4 -0.679 -1.631 1.428
C16 -2.103 -1.777 1.594
C17 -2.796 -0.434 1.586
C18 -4.074 -0.276 2.113
C19 -4.663 0.973 2.086
C20 -3.961 2.040 1.538
C21 -2.700 1.799 1.033
N5 -2.139 0.590 1.049
C22 1.564 -1.922 2.238
C23 2.495 -2.653 2.959
C24 3.826 -2.287 2.876
C25 4.184 -1.199 2.092
C26 3.190 -0.522 1.410
N6 1.912 -0.884 1.483
H13 -2.320 -2.292 2.532
H14 -2.542 -2.392 0.796
H15 -4.580 -1.128 2.550
H16 -5.652 1.121 2.499
H17 -4.377 3.037 1.511
H18 -2.102 2.597 0.606
H19 2.149 -3.483 3.558
H20 4.582 -2.843 3.415
H21 5.212 -0.881 2.001
H22 3.416 0.333 0.783
O3 1.363 -1.092 -1.175
N7 2.064 -0.349 -1.979
C27 3.133 -0.916 -2.456
C28 3.939 -0.164 -3.365
N8 4.587 0.438 -4.099
C29 3.521 -2.244 -2.073
N9 3.830 -3.303 -1.754

Calculated values
DFT total energy   -55157.5259 eV
Highest occupied orbital energy   -8.543 eV
ΔE to the lowest compared entry with this formula, charge and spin   0.5 kcal per mole
Orbital gap   7.8 eV
Lowest unoccupied orbital energy   -0.7 eV

=====

The following is a DFT calculation (ωB97M-V/def2-TZVPD) of C16H44FeN4O8P as an isolated structure.

Geometry (Å):
Fe1 -1.211 -1.045 -0.483
P1 -3.151 -1.073 -1.774
O1 -1.910 -1.956 -2.001
O2 -2.144 0.157 -1.625
O3 -3.072 -1.332 -0.283
O4 -4.445 -1.030 -2.511
C1 -1.983 -4.477 0.892
C2 -1.550 -3.149 1.468
C3 -1.041 -3.067 2.944
O5 -0.408 -1.843 3.303
C4 -0.014 -1.783 4.649
N1 -0.639 -2.738 0.484
H1 -2.575 -4.277 -0.001
H2 -2.707 -4.896 1.592
H3 -1.188 -5.209 0.749
H4 -2.367 -2.429 1.521
H5 -0.328 -3.879 3.086
H6 -1.896 -3.110 3.620
H7 0.675 -2.591 4.895
H8 -0.919 -1.903 5.244
H9 0.619 -0.906 4.786
H10 -0.579 -3.559 -0.101
H11 0.319 -2.881 0.769
C5 -1.906 3.038 -3.317
C6 -0.424 2.636 -3.387
C7 0.397 3.600 -2.498
O6 0.094 4.969 -2.788
C8 0.864 5.906 -1.929
N2 -0.276 1.252 -3.087
H12 -2.418 3.011 -2.356
H13 -2.471 2.279 -3.859
H14 -2.078 4.004 -3.793
H15 -0.083 2.712 -4.419
H16 1.464 3.391 -2.424
H17 0.120 3.441 -1.456
H18 1.009 5.648 -0.880
H19 0.500 6.928 -2.028
H20 1.845 5.877 -2.403
H21 -0.643 0.790 -3.906
H22 -1.027 1.130 -2.422
C9 -1.972 2.327 1.493
C10 -0.845 1.522 0.890
C11 0.548 2.038 1.418
O7 1.578 1.250 0.944
C12 2.697 1.268 1.759
N3 -1.211 0.116 1.245
H23 -2.343 2.197 2.509
H24 -2.835 2.109 0.864
H25 -1.860 3.401 1.348
H26 -0.756 1.673 -0.186
H27 0.584 2.143 2.503
H28 0.894 2.999 1.040
H29 2.470 0.644 2.623
H30 2.945 2.256 2.147
H31 3.429 0.757 1.134
H32 -2.131 0.124 1.661
H33 -0.711 -0.040 2.108
C13 2.281 -1.169 -2.745
C14 1.657 -1.551 -1.464
C15 2.562 -1.825 -0.236
O8 1.905 -2.537 0.884
C16 2.719 -2.878 1.971
N4 0.607 -0.498 -1.117
H34 3.012 -1.966 -2.878
H35 2.893 -0.266 -2.753
H36 1.466 -1.085 -3.463
H37 1.020 -2.358 -1.826
H38 2.906 -0.859 0.133
H39 3.406 -2.442 -0.544
H40 3.334 -2.069 2.367
H41 3.359 -3.683 1.611
H42 2.134 -3.322 2.775
H43 1.086 0.121 -0.478
H44 0.716 -0.032 -2.007

Calculated values
DFT total energy   -83318.8135 eV
Highest occupied orbital energy (alpha / beta)   0.212 / -5.234 eV
Charge   -1
Orbital gap (alpha / beta)   2.3 / 7.8 eV
Lowest unoccupied orbital energy (alpha / beta)   2.6 / 2.6 eV
Spin multiplicity   7

=====

The following is a DFT calculation (ωB97M-V/def2-TZVPD) of C24H22ClF3IIrN3OS as an isolated structure.

Geometry (Å):
Ir1 0.452 1.250 -0.028
C1 2.168 3.622 -0.525
C2 3.148 2.659 0.128
N1 2.604 1.271 0.117
C3 3.028 0.428 1.257
C4 2.440 0.909 2.573
S1 0.733 1.523 2.389
C5 0.939 3.346 2.466
C6 0.377 4.044 1.240
N2 0.789 3.415 -0.026
H1 2.137 3.404 -1.593
H2 2.498 4.656 -0.400
H3 3.366 2.933 1.158
H4 4.092 2.699 -0.416
H5 2.910 0.801 -0.733
H6 4.118 0.391 1.334
H7 2.667 -0.578 1.051
H8 3.011 1.690 3.073
H9 2.385 0.064 3.258
H10 1.991 3.557 2.638
H11 0.391 3.680 3.346
H12 0.654 5.102 1.270
H13 -0.711 3.991 1.276
H14 0.168 3.779 -0.745
Cl1 -5.261 1.163 -3.804
C7 -3.652 1.299 -3.303
C8 -2.646 1.357 -4.255
C9 -1.311 1.463 -3.890
I1 0.184 1.492 -5.290
C10 -0.953 1.512 -2.508
O1 0.247 1.581 -2.097
C11 -2.014 1.464 -1.528
N3 -1.603 1.522 -0.239
C12 -2.514 1.407 0.723
C13 -3.873 1.269 0.445
C14 -4.300 1.246 -0.863
C15 -3.351 1.344 -1.893
H15 -2.915 1.304 -5.301
H16 -2.152 1.432 1.742
H17 -4.576 1.181 1.261
H18 -5.349 1.144 -1.104
F1 1.029 -8.157 0.791
C16 -0.188 -7.604 0.678
F2 -0.754 -8.118 -0.426
F3 -0.915 -8.001 1.728
C17 -0.095 -6.103 0.586
C18 0.642 -5.550 -0.454
C19 0.737 -4.177 -0.575
C20 0.098 -3.347 0.349
C21 -0.639 -3.913 1.388
C22 -0.735 -5.290 1.506
C23 0.201 -1.916 0.232
C24 0.300 -0.713 0.134
H19 1.138 -6.195 -1.167
H20 1.305 -3.737 -1.384
H21 -1.135 -3.268 2.101
H22 -1.307 -5.730 2.311

Calculated values
DFT total energy   -74198.7350 eV
Highest occupied orbital energy (alpha / beta)   -12.953 / -12.940 eV
ΔE to the lowest compared entry with this formula, charge and spin   13.1 kcal per mole
Charge   +2
Orbital gap (alpha / beta)   6.0 / 4.1 eV
Lowest unoccupied orbital energy (alpha / beta)   -6.9 / -8.9 eV
Spin multiplicity   2

=====

The following is a DFT calculation (ωB97M-V/def2-TZVPD) of C13H20ClNO2 in the gas phase.

Geometry (Å):
C1 -1.961 -2.882 0.594
C2 -2.480 -2.107 -0.613
O1 -3.731 -2.585 -1.053
C3 -2.567 -0.599 -0.288
N1 -1.263 -0.032 -0.020
C4 -0.516 0.328 -1.209
C5 0.949 0.509 -0.915
C6 1.645 1.623 -1.363
C7 2.996 1.762 -1.092
C8 3.670 0.798 -0.365
C9 2.970 -0.313 0.081
Cl1 3.797 -1.531 0.990
C10 1.624 -0.466 -0.191
C11 -1.172 0.856 1.118
C12 -2.002 2.171 1.170
C13 -1.654 3.177 0.076
O2 -3.395 1.934 1.221
H1 -1.844 -3.934 0.348
H2 -1.003 -2.475 0.902
H3 -2.660 -2.794 1.426
H4 -1.811 -2.265 -1.465
H5 -4.349 -2.551 -0.313
H6 -3.078 -0.101 -1.130
H7 -3.187 -0.487 0.604
H8 -0.619 -0.503 -1.914
H9 -0.903 1.228 -1.714
H10 1.131 2.384 -1.932
H11 3.529 2.632 -1.447
H12 4.720 0.902 -0.147
H13 1.087 -1.333 0.160
H14 -0.122 1.130 1.238
H15 -1.468 0.272 1.996
H16 -1.770 2.621 2.144
H17 -2.108 4.139 0.305
H18 -0.577 3.304 0.009
H19 -2.036 2.848 -0.889
H20 -3.707 1.751 0.328

Calculated values
DFT total energy   -31912.8364 eV
Highest occupied orbital energy   -8.414 eV
ΔE to the lowest compared entry with this formula, charge and spin   5.6 kcal per mole
Structure (SMILES)   C[C@@H](O)CN(Cc1cccc(Cl)c1)C[C@@H](C)O
Orbital gap   9.1 eV
Lowest unoccupied orbital energy   0.7 eV